C4H6N2 | ωB97M-V/def2-TZVPD

For the HOMO-LUMO gap, the calculation gives 9.71 eV. The HOMO energy is -8.630 eV.

Element x y z (Å)
N: -1.105 -1.241 -2.164
C: -0.970 -0.734 -1.074
C: -1.048 -0.588 0.430
N: -0.239 0.620 0.576
C: 0.097 0.913 -0.835
C: 1.124 0.407 0.100
H: -2.084 -0.407 0.734
H: -0.663 -1.465 0.964
H: 0.080 1.953 -1.160
H: -0.362 -0.160 -2.030
H: 1.481 -0.619 -0.019
H: 1.853 1.085 0.540